*a*
A 2-piece molecular cluster, C26H29ClN4O3 overall. Source: the Open Molecules 2025 dataset; level of theory: ωB97M-V/def2-TZVPD.

Results
E_HOMO	-8.38	eV
spin multiplicity	1
HOMO-LUMO gap	8.502	eV
net charge	0
LUMO	0.00437	Ha

Positions of all 63 atoms, in Å:
O 0.68443 2.05200 -6.36573
O -2.02247 4.77013 -2.75496
Cl 6.13140 -4.11999 2.24138
N -0.12909 -2.11688 3.86460
N -2.61966 0.36064 1.43563
O 2.63740 -1.96363 -0.74786
C 0.21313 2.70065 -5.44556
C -2.05399 3.76328 -3.45005
C 0.82961 -2.50522 4.68244
C -3.72276 -0.30495 1.06162
C -1.91441 -0.10738 2.48091
C -4.15474 -1.46170 1.71522
C 4.23094 -4.15449 4.19809
C 3.75033 -2.79330 2.27164
C 2.66052 0.10474 -1.95599
C 0.81719 -0.43333 -0.44296
C 3.00591 -3.78831 4.76629
C 2.52144 -2.42751 2.83156
C -3.42873 -1.95360 2.79870
C 2.02159 1.30943 -2.30861
C 0.18700 0.77493 -0.79205
C 4.60565 -3.66006 2.94937
C 2.05177 -0.77376 -1.03525
C 2.12718 -2.91376 4.09347
C -2.28346 -1.25698 3.19377
C 0.77862 1.64055 -1.73219
N -2.99076 3.68745 -4.40474
N -0.40615 2.06634 -4.44864
C 0.33523 4.21272 -5.47164
C 0.63095 -2.55016 6.18121
C -1.45252 -1.70324 4.36367
C -3.29648 2.56563 -5.29442
C 0.03117 2.89102 -2.15631
C -1.03776 2.61356 -3.23309
H 2.03016 -2.56113 -0.30925
H -4.29657 0.06736 0.21858
H -1.02204 0.43259 2.78266
H -5.05046 -1.96696 1.37116
H 4.89907 -4.83113 4.72197
H 4.05995 -2.39597 1.31045
H 3.60537 -0.16838 -2.40170
H 0.34957 -1.09761 0.26865
H 2.74758 -4.20805 5.73334
H 1.87749 -1.74222 2.28716
H -3.74706 -2.85452 3.31706
H 2.47484 1.96820 -3.03702
H -0.76480 1.03260 -0.34585
H -3.58017 4.50399 -4.46606
H -0.37353 1.06220 -4.52508
H -0.63823 4.65974 -5.65548
H 1.00983 4.49265 -6.27924
H 0.74139 4.57744 -4.53288
H 0.07019 -1.68249 6.53498
H 1.58979 -2.54602 6.70496
H 0.08339 -3.45635 6.45348
H -1.36167 -0.86497 5.06278
H -1.94114 -2.53460 4.88323
H -3.23301 1.61884 -4.75471
H -2.59668 2.55121 -6.13273
H -4.30881 2.67411 -5.68818
H 0.74059 3.63755 -2.50981
H -0.45734 3.30250 -1.27191
H -1.64620 1.80462 -2.83010

=====

*b*
One molecule with the formula C26H29ClN4O3. Source: the Open Molecules 2025 dataset; level of theory: ωB97M-V/def2-TZVPD.

Results
E_HOMO	-7.54	eV
spin multiplicity	1
HOMO-LUMO gap	8.033	eV
net charge	0
LUMO	0.01799	Ha

Positions of all 63 atoms, in Å:
C -4.84685 1.89326 -1.76168
N -3.75679 0.96244 -1.80859
C -3.02849 0.53310 -0.74351
C -2.04646 -0.34763 -1.14668
C -1.02067 -0.98260 -0.36762
C -1.00879 -1.17184 0.96638
N -2.11800 -0.89964 1.76257
C -2.16776 -0.58707 3.08366
O -3.23086 -0.49675 3.66481
C -0.85953 -0.32885 3.76111
C 0.02250 0.65754 3.33551
C 1.22044 0.87874 3.99407
C 1.54357 0.10594 5.09543
C 0.66410 -0.86417 5.54727
C -0.53341 -1.07154 4.89010
H -1.22709 -1.82545 5.22646
H 0.91309 -1.45943 6.41193
H 2.48154 0.27080 5.60450
H 1.88640 1.65428 3.64737
Cl -0.38261 1.66686 1.98500
H -3.02357 -1.00566 1.31630
C 0.17266 -1.81082 1.63079
O 0.06860 -2.70551 2.45139
N 1.34770 -1.30869 1.21248
H 1.40333 -0.53093 0.55884
C 2.61949 -1.74858 1.73153
C 3.71844 -1.49632 0.70357
C 3.84822 -0.00860 0.36236
N 2.73200 0.47644 -0.44549
C 2.50316 1.90530 -0.27755
H 2.30449 2.11139 0.77590
C 1.29007 2.32421 -1.10875
H 1.12596 3.39971 -1.02788
O 1.48868 2.05053 -2.47451
C 1.70742 0.67306 -2.66078
H 1.87392 0.52849 -3.72954
C 2.91681 0.18579 -1.86102
H 3.02778 -0.89149 -1.99597
H 3.82444 0.68280 -2.24664
H 0.81125 0.11601 -2.35496
H 0.39845 1.79018 -0.74721
H 3.37921 2.49356 -0.59931
H 4.80788 0.17120 -0.14965
H 3.85998 0.55863 1.29669
H 3.50854 -2.07002 -0.19931
H 4.66798 -1.84522 1.11130
H 2.84768 -1.20767 2.66092
H 2.53933 -2.81144 1.97691
H -0.17914 -1.36240 -0.92898
C -2.18697 -0.46193 -2.57164
C -1.51573 -1.18943 -3.55170
C -1.92405 -1.06428 -4.86092
C -2.99216 -0.23593 -5.21332
C -3.68049 0.48834 -4.26407
C -3.26939 0.36925 -2.94216
H -4.50821 1.12440 -4.53942
H -3.28351 -0.16568 -6.25071
H -1.41410 -1.61799 -5.63535
H -0.69609 -1.84285 -3.29113
H -3.22697 0.93174 0.23335
H -4.62622 2.77214 -2.37263
H -5.00823 2.21031 -0.73302
H -5.76301 1.43000 -2.13680

=====

Of them, *b* has the highest stability.

=====

*a*
C3H4F2O as an isolated structure. Source: the Open Molecules 2025 dataset; level of theory: ωB97M-V/def2-TZVPD.

Results
E_HOMO	-9.54	eV
spin multiplicity	1
HOMO-LUMO gap	10.336	eV
net charge	0
LUMO	0.02917	Ha

Positions of all 10 atoms, in Å:
C 1.57001 -0.30913 0.41060
C -1.90035 -0.05943 -0.56794
C 0.73968 0.16949 -0.50468
O -0.34848 0.90435 -0.27609
F -1.54398 -1.14397 0.12727
F -2.59228 0.75632 0.30444
H 1.42397 -0.00868 1.46001
H 0.64664 -0.33432 -1.55114
H 2.39756 -0.92971 -0.07545
H -0.39278 0.95509 0.67298

=====

*b*
One molecule with the formula C3H4F2O. Source: the Open Molecules 2025 dataset; level of theory: ωB97M-V/def2-TZVPD.

Results
E_HOMO	-10.08	eV
spin multiplicity	1
HOMO-LUMO gap	10.987	eV
net charge	0
LUMO	0.03326	Ha

Positions of all 10 atoms, in Å:
C 0.72795 -0.13688 0.00681
C -0.54217 0.09597 0.89268
C -0.32479 0.67742 -0.40058
H 0.33662 -1.62611 -1.21888
H 1.64010 0.26184 0.36410
H -0.35946 0.80725 1.69523
H -1.17622 -0.83283 1.07103
O 0.75763 -1.43763 -0.36626
F -0.13816 2.03018 -0.55612
F -0.92151 0.16079 -1.48802

=====

Of them, *b* has the highest stability.

=====

*a*
One molecule with the formula C3H7N3O2S. Source: the Open Molecules 2025 dataset; level of theory: ωB97M-V/def2-TZVPD.

Results
E_HOMO	-7.67	eV
spin multiplicity	1
HOMO-LUMO gap	8.267	eV
net charge	0
LUMO	0.02197	Ha

Positions of all 16 atoms, in Å:
C 0.47858 -0.75512 -0.11362
C -0.36623 0.28757 -0.01133
C -2.56187 1.17735 -0.14395
N 1.81486 -0.86227 0.32223
N 2.41471 -0.05916 1.39274
N 0.14739 -1.88918 -0.87321
O 2.52202 1.51768 -0.64486
O -1.62661 0.20820 -0.54559
S 3.04447 0.26640 -0.17469
H -0.08220 1.19435 0.50198
H -3.05848 1.56244 -1.03875
H -2.09372 2.01010 0.38386
H -3.31367 0.71914 0.50719
H 2.97794 -0.68546 1.96246
H -0.85025 -1.95485 -1.02027
H 0.55307 -2.73718 -0.50419

=====

*b*
One molecule with the formula C3H7N3O2S. Source: the Open Molecules 2025 dataset; level of theory: ωB97M-V/def2-TZVPD.

Results
E_HOMO	-9.62	eV
spin multiplicity	1
HOMO-LUMO gap	10.052	eV
net charge	0
LUMO	0.01592	Ha

Positions of all 16 atoms, in Å:
C 0.45286 0.02739 0.06514
C -1.38300 1.97617 -0.10653
C 2.30663 -1.89590 -0.13210
N 1.24307 0.99759 0.19974
N -1.14325 0.51238 0.21262
N -2.16222 -0.30569 0.07912
O -2.02556 -1.52998 0.04376
O -3.26668 0.22177 0.03655
S 0.48171 -1.75057 0.13869
H -2.17624 2.17266 0.62616
H -0.58297 2.39946 0.28751
H -1.71778 2.24804 -1.10150
H 2.55937 -1.73262 -1.18945
H 2.44379 -2.91421 0.31247
H 2.74961 -1.20121 0.55275
H 2.22065 0.77473 -0.02493

=====

*c*
One molecule with the formula C3H7N3O2S. Source: the Open Molecules 2025 dataset; level of theory: ωB97M-V/def2-TZVPD.

Results
E_HOMO (spin up / spin down)	-8.15 / -8.15	eV
spin multiplicity	1
HOMO-LUMO gap (spin up / spin down)	8.231 / 8.231	eV
net charge	0
LUMO (spin up / spin down)	0.00296 / 0.00296	Ha

Positions of all 16 atoms, in Å:
C 1.40544 0.14373 -0.58999
C 1.83206 -0.82737 0.51927
C 0.47973 1.12613 0.27565
N 0.73292 -1.53401 1.02282
N -1.63594 -0.44401 -0.15061
N -2.89028 0.03645 -0.33564
O -3.62376 -0.52576 -1.12298
O -3.12798 1.06314 0.27498
S -0.62758 0.04288 1.20673
H 2.17332 0.64829 -0.96383
H 0.87141 -0.25883 -1.32299
H 2.40942 -1.69772 0.03752
H 2.40029 -0.31101 1.32251
H 1.00077 1.78043 0.88927
H 0.00090 1.91003 -0.22948
H -1.40073 -1.15236 -0.83322

=====

Of them, *a* has the highest stability.